Here is a molecular structure, C44H42BrN4O2P2PbS5Se from the Open Molecules 2025 dataset. Energies are from wB97M-V/def2-TZVPD.

Computed properties:
Kohn-Sham gap, eV: 6.70
E_LUMO, eV: 2.28
Spin multiplicity: 1
Calculated total energy, eV: -269761.0111
Total charge: -1
Largest force on an atom, eV Å⁻¹: 0.80

The geometry in XYZ format:
```
102
Properties=species:S:1:pos:R:3:mulliken_charge:R:1
Pb -1.697 -0.831 -1.154 1.658
S -2.951 0.904 -2.794 -0.449
S -4.947 0.439 -2.580 -0.168
S -5.139 -0.186 -0.647 -0.132
S -4.052 -1.947 -0.581 -0.546
Br 0.809 -6.887 -1.727 -0.153
C 1.309 -5.479 -0.559 -0.201
C 2.370 -5.721 0.299 -0.403
C 2.797 -4.720 1.153 -0.669
C 2.165 -3.487 1.143 -0.671
C 1.104 -3.265 0.284 0.427
C 0.657 -4.255 -0.584 0.390
C -0.539 -3.985 -1.502 0.066
O -1.245 -4.925 -1.825 -0.675
O -0.665 -2.773 -1.860 -0.380
H 2.854 -6.689 0.296 0.412
H 3.631 -4.905 1.818 0.385
H 2.494 -2.696 1.802 0.513
H 0.606 -2.307 0.282 0.041
C 0.479 3.610 1.072 -1.698
P -0.123 2.072 0.182 0.518
C 0.969 2.326 -1.274 0.700
C 2.177 1.639 -1.129 -0.770
C 3.183 1.768 -2.068 -0.519
C 2.993 2.574 -3.177 -0.572
C 1.797 3.250 -3.332 -0.728
C 0.794 3.136 -2.386 -0.134
C -1.841 2.688 -0.039 1.385
C -2.647 2.271 1.022 -0.661
C -3.979 2.634 1.094 -0.753
C -4.538 3.394 0.078 -0.634
C -3.747 3.810 -0.978 -0.637
C -2.405 3.476 -1.033 -0.519
P 0.098 3.321 2.867 0.189
C 1.412 2.092 3.216 0.526
C 1.034 0.927 3.872 -0.852
C 1.961 -0.069 4.124 -0.420
C 3.277 0.097 3.733 -0.471
C 3.666 1.264 3.094 -0.955
C 2.741 2.258 2.836 -0.007
C 0.842 4.866 3.522 0.651
C 1.838 4.904 4.492 -0.372
C 2.269 6.117 5.002 -0.613
C 1.707 7.302 4.558 -0.470
C 0.702 7.273 3.606 -0.648
C 0.266 6.063 3.102 -0.626
H -0.053 4.489 0.697 0.730
H 1.553 3.738 0.915 0.710
H 2.314 0.992 -0.271 0.341
H 4.112 1.230 -1.944 0.412
H 3.771 2.674 -3.924 0.360
H 1.635 3.877 -4.197 0.414
H -0.126 3.671 -2.542 0.142
H -2.188 1.656 1.788 0.313
H -4.587 2.317 1.930 0.447
H -5.589 3.646 0.098 0.368
H -4.173 4.392 -1.783 0.408
H -1.827 3.814 -1.876 0.108
H 0.003 0.795 4.166 0.495
H 1.650 -0.977 4.620 0.384
H 4.005 -0.678 3.928 0.417
H 4.696 1.399 2.793 0.409
H 3.060 3.166 2.343 0.466
H 2.279 3.982 4.846 0.373
H 3.040 6.136 5.760 0.382
H 2.043 8.247 4.962 0.358
H 0.248 8.193 3.265 0.380
H -0.537 6.036 2.377 0.376
N -3.788 -0.818 2.381 -0.374
C -2.739 -1.667 2.259 -0.253
S -1.190 -1.062 2.291 0.000
N -3.076 -2.970 2.171 -0.086
C -2.264 -4.104 2.057 0.493
C -1.045 -4.223 2.716 -0.203
C -0.342 -5.411 2.638 -0.620
C -0.829 -6.475 1.900 -0.603
C -2.035 -6.350 1.230 -0.571
C -2.757 -5.178 1.318 -0.449
H -3.575 0.162 2.261 -0.017
H -4.666 -1.097 1.963 0.256
H -4.025 -3.122 1.843 0.410
H -0.652 -3.393 3.279 0.564
H 0.600 -5.503 3.159 0.382
H -0.275 -7.401 1.843 0.394
H -2.410 -7.163 0.625 0.342
H -3.697 -5.073 0.795 0.310
C -1.737 -0.546 -5.530 -0.870
N -0.483 -1.153 -5.862 0.316
C -0.183 -1.776 -7.042 -0.445
C 1.098 -2.205 -6.968 -0.470
N 1.579 -1.849 -5.737 0.274
C 2.905 -2.066 -5.239 -0.794
C 0.600 -1.200 -5.054 -0.261
Se 0.817 -0.430 -3.425 -0.446
H -2.248 -0.246 -6.443 0.313
H -1.564 0.326 -4.897 0.204
H -2.368 -1.235 -4.966 0.341
H -0.895 -1.851 -7.838 0.457
H 1.703 -2.721 -7.686 0.425
H 3.526 -2.463 -6.040 0.298
H 2.890 -2.763 -4.398 0.248
H 3.312 -1.118 -4.876 0.291
```